1.
A 6-piece molecular cluster, C29H61BrN3O9S5 overall at a distorted geometry. Source: the OMol25 dataset; level of theory: ωB97M-V/def2-TZVPD.

Positions of all 108 atoms, in Å:
C  -5.65036  -0.36580  0.33339
C  -4.44031  -0.84960  1.36189
C  -2.96692  -0.97744  0.58218
Br  -2.96886  0.13684  -1.12717
C  -1.71543  -0.45217  1.49090
C  -1.64945  1.06731  2.06723
C  -2.80364  2.21205  1.81879
C  -2.16247  3.50992  0.98043
O  -2.73672  3.67131  -0.36317
C  -1.71070  3.72100  -1.41487
C  -0.31833  4.58582  -1.39248
O  -1.95519  3.01484  -2.55356
C  -0.35196  1.39881  2.92839
O  -0.30600  2.78635  3.50666
N  0.45782  2.71911  4.62422
O  -0.22346  3.04374  5.60439
N  0.81619  0.59506  3.26324
N  0.67312  -0.64166  2.75254
C  1.87979  -1.54313  3.10212
C  1.58058  -2.48262  4.44955
C  3.17249  -0.58606  3.57194
C  4.49814  -1.59126  3.55961
C  -0.39800  -1.24417  1.97465
C  -0.30604  -2.83652  1.52832
C  0.55363  -3.01340  0.10426
C  0.23379  -4.53103  -0.52107
C  0.08247  -1.94560  -1.05426
H  -5.58020  0.77821  0.07385
H  -5.61806  -1.06318  -0.63410
H  -6.73615  -0.54280  0.79639
H  -4.38860  -0.18888  2.32806
H  -4.72579  -1.96004  1.68018
H  -2.90433  -2.08513  0.21576
H  -3.30838  2.56456  2.84173
H  -3.71553  1.83642  1.15230
H  -2.36705  4.44520  1.69376
H  -1.00046  3.34358  1.00807
H  -0.37338  5.58823  -0.78668
H  0.48282  3.90808  -0.82401
H  0.14747  4.75908  -2.47627
H  2.28646  -2.14836  2.19124
H  1.98748  -3.57552  4.34791
H  0.39683  -2.43004  4.58796
H  2.02066  -1.89844  5.38730
H  2.98734  -0.07433  4.61106
H  3.39504  0.22792  2.73141
H  4.58053  -2.01794  2.44955
H  5.51567  -0.99533  3.73970
H  4.38918  -2.51585  4.27098
H  0.09896  -3.55036  2.35977
H  -1.39356  -3.25072  1.25925
H  1.71229  -2.98326  0.26238
H  0.10731  -5.34274  0.32359
H  -0.68877  -4.49368  -1.26017
H  1.18154  -4.81209  -1.16379
H  0.85178  -2.05866  -1.95925
H  -0.97634  -2.17999  -1.51646
H  0.14597  -0.81489  -0.72946
C  2.27954  -5.87440  7.56260
S  3.84843  -4.98716  7.40726
O  3.78520  -4.17676  6.14645
C  4.85432  -6.45100  7.06310
H  1.48525  -5.14659  7.74522
H  2.06567  -6.41983  6.64029
H  2.33431  -6.56801  8.40490
H  4.48015  -6.96052  6.17190
H  4.82304  -7.12541  7.92191
H  5.88519  -6.13204  6.89167
C  -1.15344  -3.56762  -4.55391
S  -2.71644  -2.87060  -3.96745
O  -2.79259  -3.11484  -2.48929
C  -3.77768  -4.09250  -4.77603
H  -0.33240  -2.97926  -4.13716
H  -1.05948  -4.60492  -4.22366
H  -1.11724  -3.51608  -5.64460
H  -3.52033  -5.09710  -4.43196
H  -3.65380  -4.02359  -5.85921
H  -4.81685  -3.87627  -4.51685
C  -1.90707  1.47158  -5.37442
S  -0.83263  0.87470  -6.70184
O  0.06735  -0.17317  -6.11667
C  0.13296  2.39691  -6.85547
H  -2.58216  0.66310  -5.08362
H  -1.30572  1.76889  -4.51195
H  -2.49383  2.32030  -5.73355
H  0.60729  2.63660  -5.90080
H  -0.52184  3.21473  -7.16498
H  0.90395  2.24448  -7.61452
C  2.67828  5.04004  6.85310
S  3.75272  4.44316  5.52568
O  4.65270  3.39530  6.11085
C  4.71831  5.96537  5.37205
H  2.00319  4.23156  7.14390
H  3.27963  5.33735  7.71557
H  2.09152  5.88876  6.49397
H  5.19264  6.20506  6.32672
H  4.06351  6.78319  5.06255
H  5.48930  5.81294  4.61300
C  -2.24952  4.48689  -11.33026
S  -1.12154  3.10329  -11.03692
O  -1.67103  2.30918  -9.88894
C  0.24108  4.10864  -10.40004
H  -3.19737  4.08988  -11.70162
H  -2.42481  5.03022  -10.39862
H  -1.81976  5.15559  -12.07974
H  -0.08929  4.67551  -9.52633
H  0.58759  4.79004  -11.18043
H  1.05876  3.44362  -10.11202

Forces on the atoms, in the same order (eV/Å):
C -0.4834 -0.5297 0.1313
C -0.7104 -0.6744 -0.2887
C -0.3769 -0.2104 0.7310
Br 0.4974 -0.6317 1.3119
C 3.1665 3.0738 2.8555
C 1.3040 -2.5928 0.1026
C -0.4736 0.0349 -0.6304
C 0.7186 0.1729 2.6395
O 3.7258 -0.1969 -0.6323
C -1.4132 -3.2888 -6.1344
C 0.6800 -0.6120 1.0262
O 1.2331 4.6077 7.6578
C 0.2731 -0.4828 -0.4687
O -1.6852 -3.4343 -2.9527
N -1.5265 1.2366 5.8343
O 2.7935 -0.9069 -3.8772
N -6.0320 1.2915 -2.7449
N -1.3412 -2.1912 -1.5985
C 2.6602 0.0436 1.8959
C -1.3190 1.2597 -0.2418
C 0.6909 -0.4698 -1.1799
C -0.0535 0.0561 -0.9130
C -1.6244 0.5401 -0.4173
C -0.1006 0.1180 -0.9213
C -0.8472 -0.7560 -0.7537
C 0.6717 0.4351 -0.1735
C 0.9216 0.0345 -0.6496
H -0.0107 -2.4214 0.3059
H 0.0590 1.8338 2.0409
H 2.5691 0.3265 -0.6479
H -0.0040 -1.2200 -1.9594
H 0.7656 2.4235 -0.4872
H 0.4440 2.2694 0.6915
H 1.5656 -0.7805 -2.1193
H 2.2918 0.3331 1.4239
H 0.2882 -1.7925 -2.0197
H -2.2320 0.4985 -0.5525
H -0.1714 -1.9800 -1.2471
H -1.7378 1.3949 -1.1573
H -1.6569 -0.5236 2.3886
H -1.4289 1.2138 1.5499
H -0.7858 2.3040 0.3138
H 2.4731 -0.6118 -0.1983
H -0.7357 -1.6211 -2.1025
H 0.3493 -1.0520 -2.1662
H -0.6523 -1.5843 1.9452
H -0.1472 0.8603 2.3071
H -2.4589 -1.2999 -0.1315
H 0.2728 1.9660 -1.1464
H -0.5674 1.6823 -1.4344
H 2.2736 1.3286 0.7679
H -2.2467 0.2581 -0.0525
H 0.1632 1.6392 -1.7322
H 1.7401 -0.0869 1.7854
H -1.9460 0.4102 1.2765
H -1.5994 0.2378 1.9536
H 2.0164 0.3965 1.2677
H -0.1569 -2.2471 -0.5130
C -0.0938 0.0048 -0.0944
S 0.0229 -0.0274 -0.1984
O -0.1045 -0.3767 0.2574
C 0.0430 -0.0193 -0.1146
H 0.1952 -0.0193 -0.0008
H 0.0995 0.0624 0.0361
H 0.0503 0.0994 -0.0515
H -0.0331 0.1101 0.0615
H -0.0239 0.1193 -0.0259
H -0.1871 0.0681 0.0601
C 0.0731 -0.0354 0.1111
S 0.0956 -0.1149 -0.2294
O 0.0530 -0.1891 -0.1055
C -0.0851 -0.0817 0.1156
H -0.1998 0.0493 -0.0955
H -0.1342 0.0623 0.0310
H -0.0368 0.1134 0.1207
H 0.0460 0.1206 0.0286
H 0.0394 0.0827 0.1102
H 0.1803 0.0636 0.0098
C 0.1433 -0.0085 0.1260
S -0.0064 -0.1259 -0.0224
O -0.2137 0.3572 0.0723
C 0.1133 0.0870 0.0726
H 0.1262 0.0204 -0.1363
H -0.0399 -0.0369 -0.1290
H 0.0697 -0.0835 -0.0272
H -0.0615 -0.1205 -0.0079
H -0.0217 -0.1727 -0.0301
H -0.1803 -0.1047 0.0784
C -0.0173 -0.0158 0.1187
S 0.3695 -0.2535 0.3383
O -0.4912 0.5767 -0.2737
C 0.1006 0.0463 0.0221
H 0.1388 0.0455 -0.1263
H 0.0281 -0.0603 -0.1236
H 0.0563 -0.0674 -0.0333
H -0.0724 -0.1125 -0.0496
H -0.0005 -0.1004 0.0065
H -0.1550 -0.0895 0.0961
C -0.0826 0.0598 0.0522
S -0.1944 -0.1586 0.3407
O 0.2838 0.5264 -0.3609
C 0.0397 0.0400 0.0998
H 0.1971 -0.0561 0.0560
H 0.0607 -0.1073 -0.0272
H 0.0074 -0.1039 0.0377
H -0.0587 -0.0662 -0.0746
H -0.0515 -0.0907 0.0223
H -0.1709 0.0010 -0.1025

Computed properties:
Frontier orbital gap, eV: 5.61
Net charge: +1

Mulliken population analysis, charges in e, atoms 1 to 8: number 1, C, carries -0.96; number 2, C, carries -0.34; number 3, C, carries -0.43; number 4, Br, carries -0.04; number 5, C, carries 0.75; number 6, C, carries 0.56; number 7, C, carries -0.23; number 8, C, carries -0.20



2.
C30H33F6N3O5Re as an isolated structure at a distorted geometry. Source: the OMol25 dataset; level of theory: ωB97M-V/def2-TZVPD.

Positions of all 78 atoms, in Å:
Re  0.28466  0.45315  -0.32289
C  2.12410  -1.98642  1.63633
C  1.68081  -2.03388  0.31220
C  0.32991  -2.26451  0.02913
C  -0.56363  -2.48992  1.08896
C  -0.11955  -2.43444  2.39388
C  1.22656  -2.17524  2.66911
H  3.17808  -1.85151  1.84801
H  2.39090  -1.98895  -0.49868
H  0.01194  -2.42909  -0.99483
H  -1.59649  -2.72969  0.87776
H  -0.81029  -2.61680  3.20720
H  1.57054  -2.15190  3.69598
C  -0.32452  2.69608  -2.35032
O  -0.59642  1.56920  -1.50310
H  0.42828  3.35044  -1.92119
H  -1.25415  3.24563  -2.47952
H  0.00844  2.33784  -3.31610
C  -1.09124  6.49589  4.60113
O  -1.44937  5.43693  3.69973
C  -1.99434  5.77400  2.50394
C  -2.31389  7.06090  2.10058
C  -2.80041  7.27389  0.81913
C  -2.96224  6.21657  -0.06819
C  -2.68300  4.92695  0.34346
C  -2.22593  4.70405  1.63518
N  -1.83098  3.42928  2.14953
C  -2.02557  2.21407  1.73727
C  -3.01288  1.71271  0.83119
C  -4.30723  2.26695  0.76089
C  -5.31338  1.60292  0.10842
C  -5.03837  0.38290  -0.51721
C  -3.77457  -0.16989  -0.47577
C  -2.74745  0.48828  0.18626
O  -1.52360  -0.06335  0.17161
H  -0.49722  7.25366  4.09194
H  -0.50508  6.03556  5.38879
H  -1.98403  6.94865  5.03115
H  -2.18909  7.89578  2.77509
H  -3.04972  8.28076  0.51185
H  -3.30576  6.39905  -1.07728
H  -2.80489  4.09761  -0.33932
H  -1.26589  3.53786  2.98726
H  -1.39057  1.47727  2.21849
H  -4.52139  3.19053  1.28360
H  -6.31746  2.00393  0.10137
H  -5.83054  -0.13912  -1.03886
H  -3.54882  -1.09968  -0.98269
C  4.35065  0.03617  -1.72329
C  2.97965  0.60174  -2.06309
O  2.15590  0.50943  -0.93892
C  3.14579  2.10045  -2.48518
F  2.92437  2.89482  -1.41627
F  4.37178  2.35986  -2.91984
F  2.29314  2.47928  -3.43631
C  2.37983  -0.21059  -3.23269
F  2.97072  0.06223  -4.38759
F  2.50379  -1.52203  -2.98337
F  1.06167  0.02838  -3.36430
H  4.84280  0.68288  -0.99807
H  4.97782  -0.02717  -2.61024
H  4.23261  -0.95593  -1.29498
N  1.21132  1.03449  1.31763
C  2.06702  1.57877  1.89931
N  2.99970  2.17181  2.53865
C  4.42529  1.77984  2.38338
C  5.18420  2.98462  1.85265
O  4.97804  4.11388  2.68060
C  3.62524  4.50828  2.74274
C  2.77762  3.39832  3.34157
H  4.49121  0.93205  1.70421
H  4.80553  1.49841  3.36516
H  4.87780  3.19859  0.82145
H  6.25074  2.77520  1.86998
H  3.25029  4.76298  1.74305
H  3.57987  5.39083  3.37693
H  1.71899  3.65160  3.34114
H  3.10060  3.18691  4.36045

Forces on the atoms, in the same order (eV/Å):
Re -1.4127 0.1935 -0.4378
C -0.0224 -0.0639 0.0582
C -0.0432 -0.0481 0.0580
C 0.1912 -0.0860 0.1416
C 0.0452 -0.0187 0.0741
C -0.0062 0.0174 -0.0263
C 0.0512 0.0305 0.0036
H -0.0246 0.0228 -0.0200
H -0.0174 0.0584 -0.0131
H 0.0067 0.0355 0.0181
H -0.0040 0.0394 -0.0113
H 0.0186 -0.0208 -0.0150
H -0.0134 -0.0326 -0.0235
C -0.3078 0.2697 0.1631
O 1.4885 -0.3768 -0.1118
H 0.0607 -0.0459 0.1425
H -0.0866 -0.0289 0.0603
H -0.0286 -0.1606 -0.0300
C -0.0806 -0.0037 0.0034
O 0.0612 0.0791 0.0419
C -0.0296 -0.0008 0.2024
C -0.0103 0.1179 -0.0239
C 0.0094 -0.0269 0.0356
C -0.0097 0.0269 -0.0161
C 0.0804 -0.1268 -0.0443
C -0.0697 -0.1618 0.0058
N 0.0536 0.1855 -0.1834
C -0.1030 0.0254 0.0590
C 0.0988 0.0377 -0.1017
C 0.0741 0.0261 0.2115
C -0.0660 -0.1007 -0.0673
C -0.0862 0.0307 0.0267
C 0.0679 -0.1406 -0.2334
C -0.0116 0.1089 -0.0367
O 0.5668 0.0147 0.2321
H 0.0445 -0.0200 -0.0174
H -0.0115 -0.0325 0.0175
H -0.0199 -0.0023 -0.0333
H 0.0088 -0.0193 -0.0252
H 0.0144 -0.0168 -0.0061
H -0.0282 -0.0198 0.0425
H -0.0245 0.0290 -0.0028
H 0.1200 0.0393 -0.0507
H -0.0131 -0.0199 0.0649
H 0.0077 -0.0275 -0.0044
H 0.0365 0.0237 -0.0448
H 0.0292 -0.0012 0.0089
H -0.0482 0.0152 0.0348
C 0.0677 -0.0360 0.0970
C -0.0889 -0.1373 -0.0836
O -0.6738 0.6682 -0.4865
C 0.0075 -0.0236 0.2300
F 0.0264 0.0133 0.0826
F 0.1049 -0.0171 -0.0916
F -0.0575 0.0346 -0.1217
C -0.0822 -0.0574 0.1067
F 0.1105 -0.0616 -0.0089
F -0.0092 -0.0060 -0.0179
F -0.0694 0.0535 -0.0469
H 0.0039 0.0076 -0.0032
H 0.0179 -0.0236 0.0245
H 0.0250 0.0032 -0.0238
N 0.0333 -0.3412 0.2244
C 0.0126 0.1360 -0.0278
N 0.0067 -0.0507 0.1569
C 0.0083 0.0275 0.0708
C -0.0457 0.1158 0.0313
O -0.0202 -0.0844 0.0118
C 0.0851 -0.0456 -0.0690
C 0.0830 0.0551 -0.1233
H -0.0472 -0.0160 0.0044
H -0.0580 -0.0390 0.0361
H -0.0257 0.0411 -0.0129
H 0.0440 0.0024 -0.0381
H 0.0135 0.0256 -0.0187
H 0.0035 0.0375 -0.0095
H -0.0186 -0.0426 -0.0454
H -0.0139 -0.0637 0.0263

Computed properties:
Spin multiplicity: 2
Energy above the lowest of the compared OMol25 structures with the same formula, charge and spin, kJ/mol: 38.2
Frontier orbital gap (alpha / beta), eV: 6.37 / 6.65
Net charge: +2

Mulliken population analysis, charges in e, atoms 1 to 8: number 1, Re, carries 0.63; number 2, C, carries -0.60; number 3, C, carries -0.09; number 4, C, carries -0.68; number 5, C, carries -0.25; number 6, C, carries -0.73; number 7, C, carries -0.46; number 8, H, carries 0.52



3.
A 2-piece molecular cluster, C6H11N overall at a distorted geometry. Source: the OMol25 dataset; level of theory: ωB97M-V/def2-TZVPD.

Positions of all 18 atoms, in Å:
C  -2.06009  1.35837  0.28201
C  0.31581  -0.81956  -0.86424
C  0.66227  0.28764  -0.19988
C  -0.11686  -2.08092  -0.11932
C  0.77764  0.44530  1.31449
C  1.11909  1.57610  -0.82529
N  -2.74593  0.44244  0.02563
H  0.48573  -0.74677  -1.98401
H  0.70101  -2.70126  0.45607
H  -0.79629  -2.63403  -0.79763
H  -0.72333  -1.77574  0.65612
H  1.57280  1.04441  1.62147
H  0.93923  -0.57910  1.72632
H  -0.07070  0.84658  1.63357
H  1.15963  1.37927  -1.96927
H  1.96672  1.82144  -0.33889
H  0.24953  2.37101  -0.57231
H  -3.43626  -0.23518  -0.04486

Forces on the atoms, in the same order (eV/Å):
C -0.8346 -0.8124 -0.3526
C 1.2235 0.4521 -0.0981
C 0.9357 0.5858 0.5260
C 1.4982 -0.7939 -1.3965
C 1.7828 -4.5879 -2.1647
C -5.4760 -0.6775 -3.0085
N 1.4114 2.0069 0.5675
H -0.6322 -0.5804 1.3791
H -1.2688 0.8981 -1.7930
H 0.8138 -0.4492 0.4810
H -1.5087 0.7617 1.8162
H 1.4556 1.0514 0.2110
H -0.2789 0.8308 0.2059
H -3.7040 1.6284 1.8330
H 0.3401 0.9773 1.8466
H 3.0828 1.3236 0.9032
H 2.1242 -1.4988 -0.7313
H -0.9649 -1.1157 -0.2249

Computed properties:
Energy above the lowest of the compared OMol25 structures with the same formula, charge and spin, kJ/mol: 316.2
Frontier orbital gap, eV: 9.69
Net charge: 0

Mulliken population analysis, charges in e, atoms 1 to 8: number 1, C, carries -0.16; number 2, C, carries -0.22; number 3, C, carries 0.76; number 4, C, carries -1.29; number 5, C, carries -1.39; number 6, C, carries -1.14; number 7, N, carries -0.11; number 8, H, carries 0.23



4.
A 2-piece molecular cluster, C2H6ClNO2 overall at a distorted geometry. Source: the OMol25 dataset; level of theory: ωB97M-V/def2-TZVPD.

Positions of all 12 atoms, in Å:
C  -1.08485  0.41319  -0.60866
C  0.91916  -0.17575  -0.08378
N  0.71831  -0.55701  1.23551
O  -1.35298  1.15896  0.54377
O  1.26790  -1.12879  -0.94817
Cl  1.77102  1.47606  -0.12219
H  -1.01880  0.81550  -1.59616
H  -1.65070  -0.50085  -0.50410
H  0.22115  -1.39529  1.16767
H  0.14752  0.27727  1.74105
H  -1.01707  2.03182  0.25405
H  1.84228  -1.75288  -0.51346

Forces on the atoms, in the same order (eV/Å):
C 3.2407 -2.2345 2.2902
C -4.7403 2.3858 -0.8952
N 0.4799 3.4551 1.4554
O 0.1434 1.5259 -1.9027
O 0.2980 0.2441 -0.4175
Cl 0.0134 -0.9428 -0.1867
H -0.2329 0.8628 -0.2470
H 0.0863 -0.3474 -0.4027
H -1.2666 -1.4254 0.5354
H 1.5002 -2.8217 -1.5284
H -0.2832 -0.1576 0.9954
H 0.7612 -0.5442 0.3038

Computed properties:
Energy above the lowest of the compared OMol25 structures with the same formula, charge and spin, kJ/mol: 195.7
Frontier orbital gap, eV: 8.56
Net charge: 0

Mulliken population analysis, charges in e, atoms 1 to 8: number 1, C, carries -0.50; number 2, C, carries 0.41; number 3, N, carries -0.64; number 4, O, carries -0.47; number 5, O, carries -0.44; number 6, Cl, carries -0.25; number 7, H, carries 0.33; number 8, H, carries 0.31